# 1
Here is a molecular structure, C6H14ClO6RhS2 from the OMol25 dataset. Energies are from ωB97M-V with the def2-TZVPD basis set.

```
30
Properties=species:S:1:pos:R:3:forces:R:3
Rh -3.278 -0.520 -0.090 -0.01 0.07 -0.07
Cl -4.312 -2.090 1.551 0.02 0.07 -0.06
S -3.058 2.313 0.397 0.25 -0.26 0.01
S 0.028 -0.624 -0.145 -0.03 0.03 -0.07
O -2.954 2.834 1.757 -0.06 0.06 0.02
O -4.293 1.447 0.236 0.03 0.10 0.01
O -3.011 3.364 -0.615 0.00 -0.06 -0.01
O -1.926 1.301 0.164 -0.40 0.04 0.02
O -0.477 -1.359 1.051 0.07 -0.07 0.11
O -3.120 -1.077 -1.800 0.00 0.00 0.10
C 1.551 0.330 2.793 0.01 0.02 -0.03
C 1.528 -1.528 -0.654 -0.02 0.09 0.01
C 0.644 1.172 1.903 0.00 -0.02 0.01
C 1.989 -1.064 -2.033 0.04 -0.03 0.03
C 0.846 0.923 0.416 0.08 -0.01 -0.06
C 1.004 -1.447 -3.134 -0.02 -0.03 -0.02
H 2.973 -1.494 -2.245 0.01 0.01 -0.01
H 2.612 0.501 2.567 -0.04 0.00 -0.01
H 0.896 -2.533 -3.188 0.00 0.01 -0.01
H 0.013 -1.034 -2.945 0.00 0.00 0.01
H 1.393 0.568 3.848 0.00 0.01 0.00
H 1.199 -2.569 -0.681 0.02 -0.02 0.00
H 1.330 -0.727 2.653 0.01 -0.06 0.00
H 2.293 -1.421 0.119 0.00 0.00 -0.03
H 0.815 2.237 2.085 0.00 0.01 0.00
H 1.342 -1.091 -4.110 0.01 0.00 0.00
H 1.908 0.875 0.148 0.00 0.01 0.03
H 2.128 0.022 -2.024 0.00 0.02 0.00
H 0.342 1.699 -0.157 0.02 0.00 0.00
H -0.407 0.992 2.132 0.02 0.01 0.01
```
Forces are in eV/Å.

- LUMO energy (alpha / beta): 4.54 / 4.54 eV
- Calculated total energy: -2055.54783 Eh
- Frontier orbital gap (alpha / beta): 5.7 / 6.6 eV
- Multiplicity: 5
- Expectation value of S²: 6.020
- Charge: -2
- Max |F|: 0.0079 Eh/bohr

=====

# 2
Here is a molecular structure, C31H32EuN3P at a distorted geometry from the OMol25 dataset. Energies are from ωB97M-V with the def2-TZVPD basis set.

```
68
Properties=species:S:1:pos:R:3:forces:R:3
Eu -1.239 -0.078 -1.810 2.80 4.13 -0.84
P -0.110 -0.047 1.420 -0.10 0.28 0.89
N 0.549 0.583 -3.499 1.66 -0.72 -0.38
N 0.095 -1.978 -2.654 1.65 -0.41 -0.10
N -0.305 -0.475 -0.035 1.70 -0.61 1.90
C 0.955 -4.087 -1.848 -0.35 -0.05 0.24
C 3.589 2.584 2.325 -0.23 0.03 -0.13
C 3.211 1.608 3.253 -0.14 -0.11 -0.19
C -0.029 -3.110 -1.942 0.09 0.08 -0.31
C -2.522 3.145 2.378 -0.03 -0.08 0.09
C -3.196 0.715 -2.623 -4.24 -0.39 -2.45
C -2.773 0.396 1.977 -0.10 0.22 -0.16
C -1.495 0.973 2.022 -0.18 0.70 0.13
C -2.669 -1.622 -1.226 -5.83 -2.98 -1.68
C 0.800 1.863 -3.788 1.03 0.30 -0.67
C 2.153 -3.884 -2.503 0.43 0.35 -0.45
C 1.308 -1.698 -3.213 0.02 -2.20 0.65
C -0.395 -2.210 4.939 0.04 0.17 -0.28
C 2.739 0.050 -4.373 -0.73 -1.64 0.69
C 2.126 0.762 2.980 0.04 0.59 -0.27
C 0.322 -2.644 2.262 -0.07 -0.15 0.45
C 0.006 -3.483 4.521 0.09 0.00 -0.25
C -3.913 1.197 2.036 0.03 -0.07 0.11
C 2.977 1.357 -4.701 -0.40 1.75 -0.19
C -0.068 -1.366 2.675 -0.14 -0.51 0.37
C 1.998 2.328 -4.402 -0.74 -2.44 0.74
C -1.373 2.350 2.271 -0.39 -0.28 -0.12
C 2.914 2.685 1.099 -0.13 -0.39 0.20
C -0.438 -1.153 4.017 0.14 -0.47 -0.07
C -1.223 2.758 -1.334 0.30 -1.07 -0.34
C 0.364 -3.703 3.182 -0.06 0.26 0.05
C -3.792 2.577 2.235 0.17 0.03 -0.06
C 1.532 -0.345 -3.734 0.10 2.13 -0.79
C 1.845 1.820 0.817 0.26 0.21 0.36
C 2.348 -2.675 -3.186 -1.47 0.49 0.44
C 1.388 0.919 1.792 0.78 -0.06 0.03
H 2.118 3.359 -4.602 0.17 0.81 -0.18
H 4.415 3.267 2.551 -0.32 -0.29 -0.09
H -4.688 3.208 2.272 0.42 -0.28 -0.01
H -0.169 2.919 -1.072 -0.44 0.33 -0.08
H 3.481 -0.723 -4.578 -0.14 0.40 0.01
H -0.385 2.802 2.359 -0.26 -0.07 -0.12
H 0.040 -4.311 5.239 -0.02 0.36 -0.32
H -2.798 0.721 -3.764 -0.91 0.23 2.40
H 1.366 1.825 -0.163 -0.02 0.13 0.33
H 3.273 -2.452 -3.666 0.48 -0.07 -0.11
H -1.534 3.133 -2.319 0.17 0.34 0.49
H 0.574 -2.791 1.210 -0.04 -0.01 0.25
H 3.755 1.503 4.197 -0.17 0.02 -0.39
H -2.302 -1.676 -0.180 -0.26 -0.69 -0.85
H 0.028 2.561 -3.494 -0.02 0.01 -0.10
H 0.676 -4.698 2.852 -0.14 0.35 0.15
H -3.119 1.706 -2.074 0.20 -1.23 -0.62
H -0.765 -0.164 4.342 0.08 -0.24 -0.10
H -4.901 0.740 1.908 0.38 0.19 0.16
H 3.212 3.434 0.362 -0.02 -0.28 0.21
H -2.328 -2.432 -2.068 -1.20 1.72 2.37
H -2.879 -0.686 1.866 0.04 0.31 -0.14
H 2.950 -4.638 -2.480 -0.37 0.40 -0.01
H -1.942 2.942 -0.527 0.29 0.13 -0.24
H 1.860 -0.021 3.685 -0.01 0.25 -0.04
H -2.422 4.220 2.551 -0.04 -0.39 -0.06
H 3.914 1.673 -5.184 -0.48 -0.32 0.27
H 0.735 -4.976 -1.249 0.25 0.31 -0.29
H -4.275 0.215 -2.555 2.28 1.44 -0.47
H -0.674 -2.033 5.983 0.09 -0.09 -0.43
H -0.977 -3.228 -1.417 0.47 -0.14 -0.17
H -3.914 -1.509 -1.315 3.51 -0.71 0.55
```
Forces are in eV/Å.

- LUMO energy (alpha / beta): -0.82 / -0.90 eV
- Calculated total energy: -2416.15210 Eh
- Frontier orbital gap (alpha / beta): 5.7 / 4.8 eV
- Multiplicity: 8
- Expectation value of S²: 15.770
- Max |F|: 0.1314 Eh/bohr

=====

# 3
Here is 2 unconnected molecules or ions with the total composition CClNO2S2 at a distorted geometry from the OMol25 dataset. Energies are from ωB97M-V with the def2-TZVPD basis set.

```
7
Properties=species:S:1:pos:R:3:forces:R:3
Cl 6.078 10.526 0.812 0.04 0.07 0.01
S -1.365 -0.500 0.990 -0.18 -1.97 0.29
S -0.488 0.985 -0.628 -2.18 2.18 -0.42
O -2.727 0.005 0.913 -0.50 0.21 0.15
O -1.232 -1.886 0.484 0.01 1.47 0.28
N 1.659 -0.664 -0.732 2.53 -1.60 -0.16
C 0.861 0.149 -0.749 0.27 -0.36 -0.15
```
Forces are in eV/Å.

- LUMO energy: 4.86 eV
- Calculated total energy: -1500.00622 Eh
- Frontier orbital gap: 7.1 eV
- Charge: -2
- Max |F|: 0.0605 Eh/bohr

=====

# 4
Here is C3H8N4O in the gas phase at a distorted geometry from the OMol25 dataset. Energies are from ωB97M-V with the def2-TZVPD basis set.

```
16
Properties=species:S:1:pos:R:3:forces:R:3
O -0.136 0.838 2.716 0.10 -0.61 0.69
N -0.321 2.572 -0.346 0.05 0.58 -1.05
N -0.338 -0.038 -0.633 1.25 -1.99 -0.90
N -0.347 2.188 0.986 -0.42 1.62 0.62
N -0.319 -0.186 0.709 -0.08 -1.10 0.86
C 0.096 -1.052 -1.297 0.31 -0.01 1.02
C 0.556 -2.382 -0.775 -1.39 -0.53 1.69
C -0.271 0.946 1.517 0.01 0.08 0.81
H -0.063 -2.701 0.122 0.42 0.10 -1.13
H 0.516 -3.200 -1.502 -0.07 0.44 0.01
H -1.242 2.549 -0.793 0.01 -0.03 0.62
H -0.228 2.992 1.645 -0.11 -1.66 -0.71
H 1.551 -2.349 -0.361 0.69 0.21 -0.05
H 0.380 -0.892 -2.292 -0.50 0.48 -1.63
H 0.166 1.835 -0.821 0.36 0.23 -0.43
H 0.000 -1.117 1.124 -0.60 2.19 -0.42
```
Forces are in eV/Å.

- LUMO energy: 0.72 eV
- SMILES: C/C=N\NC(=O)NN
- Calculated total energy: -413.30651 Eh
- Frontier orbital gap: 9.8 eV
- Max |F|: 0.0489 Eh/bohr

=====

# 5
Here is a gas-phase ion, C3H10N (charge +1) at a distorted geometry from the OMol25 dataset. Energies are from ωB97M-V with the def2-TZVPD basis set.

```
14
Properties=species:S:1:pos:R:3:forces:R:3
N 0.043 0.711 -0.005 0.49 -0.37 0.68
C -1.127 1.467 0.500 -0.56 0.72 -0.53
C 1.138 -1.424 -0.563 -0.31 -0.86 -0.06
C -0.104 -0.813 0.035 0.64 1.53 0.19
H -0.798 2.473 0.761 -0.11 -0.13 0.17
H 0.405 1.062 -0.894 -0.46 -0.10 -0.24
H -1.621 0.967 1.326 0.47 -0.14 0.25
H -1.885 1.555 -0.274 0.17 -0.08 -0.23
H 0.824 0.862 0.633 0.04 0.29 0.06
H -0.149 -0.939 1.113 -0.37 -0.73 -0.03
H -1.041 -1.049 -0.458 0.06 -0.22 -0.03
H 1.366 -1.047 -1.552 -0.20 0.01 -0.35
H 2.057 -1.342 0.017 -0.25 0.17 0.35
H 0.893 -2.483 -0.639 0.38 -0.10 -0.22
```
Forces are in eV/Å.

- LUMO energy: -3.50 eV
- SMILES: CC[NH2+]C
- Calculated total energy: -174.79777 Eh
- Frontier orbital gap: 14.0 eV
- Charge: +1
- Max |F|: 0.0325 Eh/bohr